(1)
Molecular formula: C2H4ClFO
Method: DFT, ωB97M-V/def2-TZVPD

- Frontier orbital gap: 9.519 eV
- ΔE to the lowest compared entry with this formula, charge and spin: 85.3 kcal per mole
- Charge: 0
- Multiplicity: 1
- Calculated total energy: -19422.197 eV
- LUMO: -0.2 eV
- HOMO level: -9.70 eV

Last columns: bonded neighbours and bond lengths (Å).
Cartesian coordinates (Å):
1 C 0.108 -1.034 0.673  O3 1.428, H6 1.141, H7 1.157, H8 1.189
2 C -0.982 2.355 -1.379  F4 1.360, Cl5 1.600
3 O 1.167 -0.485 -0.113  C1 1.428, H9 0.998
4 F -1.865 1.418 -0.941  C2 1.360
5 Cl 0.322 2.420 -0.453  C2 1.600
6 H 0.047 -0.842 1.796  C1 1.141
7 H 0.158 -2.146 0.357  C1 1.157
8 H -0.804 -0.473 0.155  C1 1.189
9 H 1.848 -1.214 -0.095  O3 0.998

Löwdin atomic charge list, values in e, 6 entries: number 1, C, carries -0.191; number 2, C, carries -0.583; number 3, O, carries -0.230; number 4, F, carries -0.128; number 5, Cl, carries 0.767; number 6, H, carries 0.086

(2)
Molecular formula: C2H4ClFS
Method: DFT, ωB97M-V/def2-TZVPD

- Frontier orbital gap: 7.475 eV
- ΔE to the lowest compared entry with this formula, charge and spin: 110.5 kcal per mole
- Charge: 0
- Multiplicity: 1
- Calculated total energy: -28209.158 eV
- LUMO: -2.0 eV
- HOMO level: -9.52 eV

Last columns: bonded neighbours and bond lengths (Å).
Cartesian coordinates (Å):
1 C 0.276 -0.347 0.392  C2 1.624, H4 1.233, H5 1.181, S8 1.919
2 C -1.133 0.264 -0.133  C1 1.624, H6 1.042, F7 1.298, Cl9 1.754
3 H 2.721 1.111 -0.316  no bonds
4 H -0.083 -1.346 1.020  C1 1.233
5 H 1.094 0.379 0.837  C1 1.181
6 H -1.412 0.630 0.803  C2 1.042
7 F -0.991 1.184 -1.038  C2 1.298
8 S 1.645 -0.799 -0.874  C1 1.919
9 Cl -2.117 -1.077 -0.691  C2 1.754

Löwdin atomic charge list, values in e, 6 entries: number 1, C, carries -0.598; number 2, C, carries -0.867; number 3, H, carries 0.134; number 4, H, carries 0.111; number 5, H, carries 0.004; number 6, H, carries 0.077

(3)
Molecular formula: C2H4ClN
Method: DFT, ωB97M-V/def2-TZVPD

- Frontier orbital gap: 9.636 eV
- ΔE to the lowest compared entry with this formula, charge and spin: 35.5 kcal per mole
- Charge: 0
- Multiplicity: 1
- Calculated total energy: -16149.537 eV
- LUMO: 1.0 eV
- SMILES: C=C=N.Cl
- HOMO level: -8.68 eV

Last columns: bonded neighbours and bond lengths (Å).
Cartesian coordinates (Å):
1 C -0.289 1.136 0.265  C2 1.310, N3 1.203
2 C -1.023 0.271 -0.389  C1 1.310, H5 1.027, H7 1.060
3 N 0.665 1.589 0.842  C1 1.203, H8 1.042
4 Cl 0.787 -2.958 -0.243  H6 1.188
5 H -1.078 0.286 -1.414  C2 1.027
6 H 1.797 -2.442 -0.595  Cl4 1.188
7 H -1.657 -0.364 0.176  C2 1.060
8 H 0.798 2.484 1.359  N3 1.042

Löwdin atomic charge list, values in e, 6 entries: number 1, C, carries -0.285; number 2, C, carries -0.028; number 3, N, carries 0.137; number 4, Cl, carries 0.358; number 5, H, carries 0.022; number 6, H, carries -0.338

(4)
Molecular formula: C2H4ClN
Method: DFT, ωB97M-V/def2-TZVPD

- Frontier orbital gap: 10.149 eV
- ΔE to the lowest compared entry with this formula, charge and spin: 71.3 kcal per mole
- Charge: 0
- Multiplicity: 1
- Calculated total energy: -16147.987 eV
- LUMO: 0.5 eV
- HOMO level: -9.63 eV

Last columns: bonded neighbours and bond lengths (Å).
Cartesian coordinates (Å):
1 C 1.199 -0.200 0.136  N3 1.229, Cl4 1.631
2 C -1.118 0.049 0.062  N3 1.459, H6 1.111, H7 1.198, H8 1.149
3 N 0.126 -0.341 0.718  C1 1.229, C2 1.459
4 Cl 2.708 -0.721 0.468  C1 1.631
5 H 1.481 0.834 -1.215  no bonds
6 H -1.716 -0.874 -0.101  C2 1.111
7 H -0.954 0.670 -0.948  C2 1.198
8 H -1.725 0.583 0.879  C2 1.149

Löwdin atomic charge list, values in e, 6 entries: number 1, C, carries -0.851; number 2, C, carries -0.157; number 3, N, carries -0.095; number 4, Cl, carries 0.678; number 5, H, carries 0.166; number 6, H, carries 0.071

(5)
Molecular formula: C2H4ClN2
Method: DFT, ωB97M-V/def2-TZVPD

- Frontier orbital gap: 10.526 eV
- ΔE to the lowest compared entry with this formula, charge and spin: 0.0 kcal per mole
- Charge: +1
- Multiplicity: 1
- Calculated total energy: -17633.086 eV
- LUMO: -5.4 eV
- SMILES: C=NC(=[NH2+])Cl
- HOMO level: -15.93 eV

Last columns: bonded neighbours and bond lengths (Å).
Cartesian coordinates (Å):
1 C 0.131 0.104 1.855  N3 1.238, H6 1.084, H7 1.052
2 C 0.123 -0.311 -0.495  N3 1.274, N4 1.372, Cl5 1.768
3 N 0.462 0.104 0.662  C1 1.238, C2 1.274
4 N -0.212 0.481 -1.565  C2 1.372, H8 1.015, H9 1.043
5 Cl 0.278 -2.022 -0.909  C2 1.768
6 H -0.893 -0.194 2.044  C1 1.084
7 H 0.724 0.328 2.695  C1 1.052
8 H -0.239 1.470 -1.792  N4 1.015
9 H -0.374 0.039 -2.496  N4 1.043

Löwdin atomic charge list, values in e, 6 entries: number 1, C, carries 0.157; number 2, C, carries -0.675; number 3, N, carries 0.080; number 4, N, carries 0.144; number 5, Cl, carries 0.784; number 6, H, carries 0.125

(6)
Molecular formula: C2H4ClN2O
Method: DFT, ωB97M-V/def2-TZVPD

- Frontier orbital gap: 9.621 eV
- ΔE to the lowest compared entry with this formula, charge and spin: 20.0 kcal per mole
- Charge: +1
- Multiplicity: 1
- Calculated total energy: -19678.163 eV
- LUMO: -5.1 eV
- SMILES: ClC1=[NH+]CON1
- HOMO level: -14.75 eV

Last columns: bonded neighbours and bond lengths (Å).
Cartesian coordinates (Å):
1 C 1.178 -0.126 -0.019  N3 1.821, N4 1.282, Cl6 1.611
2 C -1.136 -0.280 0.077  N4 1.495, O5 1.382, H7 1.093, H8 1.101
3 N 0.269 1.424 0.276  C1 1.821, O5 1.382, H9 1.024
4 N 0.193 -0.943 -0.095  C1 1.282, C2 1.495, H10 1.017
5 O -0.907 1.021 -0.328  C2 1.382, N3 1.382
6 Cl 2.785 -0.242 0.003  C1 1.611
7 H -1.906 -0.708 -0.570  C2 1.093
8 H -1.401 -0.360 1.143  C2 1.101
9 H 0.674 2.166 -0.301  N3 1.024
10 H 0.250 -1.954 -0.187  N4 1.017

Löwdin atomic charge list, values in e, 6 entries: number 1, C, carries -0.601; number 2, C, carries -0.121; number 3, N, carries 0.127; number 4, N, carries 0.114; number 5, O, carries -0.109; number 6, Cl, carries 0.957

(7)
Molecular formula: C2H4ClN2P
Method: DFT, ωB97M-V/def2-TZVPD

- Frontier orbital gap (spin up / spin down): 6.491 / 6.718 eV
- ΔE to the lowest compared entry with this formula, charge and spin: 82.9 kcal per mole
- Charge: 0
- Multiplicity: 3
- Calculated total energy: -26924.332 eV
- LUMO (spin up / spin down): 0.5 / -2.8 eV
- HOMO level (spin up / spin down): -5.98 / -9.49 eV

Last columns: bonded neighbours and bond lengths (Å).
Cartesian coordinates (Å):
1 C 1.418 0.190 0.252  C2 1.329, N3 1.370, H7 1.084
2 C 1.269 -1.092 -0.067  C1 1.329, H8 1.077, H9 1.077
3 N 0.486 1.176 0.065  C1 1.370, P5 1.553
4 N -1.846 -0.351 0.043  P5 1.567, Cl6 1.707
5 P -1.046 0.988 -0.111  N3 1.553, N4 1.567, H10 1.392
6 Cl -3.543 -0.517 -0.003  N4 1.707
7 H 2.356 0.574 0.636  C1 1.084
8 H 0.341 -1.443 -0.485  C2 1.077
9 H 2.075 -1.799 0.039  C2 1.077
10 H -1.509 2.275 -0.369  P5 1.392

Löwdin atomic charge list, values in e, 6 entries: number 1, C, carries -0.296; number 2, C, carries 0.046; number 3, N, carries -0.216; number 4, N, carries -0.791; number 5, P, carries 0.621; number 6, Cl, carries 0.471

(8)
Molecular formula: C2H4ClN2PS2
Method: DFT, ωB97M-V/def2-TZVPD

- Frontier orbital gap: 7.806 eV
- ΔE to the lowest compared entry with this formula, charge and spin: 23.7 kcal per mole
- Charge: 0
- Multiplicity: 1
- Calculated total energy: -48598.637 eV
- LUMO: -0.8 eV
- SMILES: CSN(C=S)/N=P/Cl
- HOMO level: -8.62 eV

Last columns: bonded neighbours and bond lengths (Å).
Cartesian coordinates (Å):
1 C 0.245 -2.048 -0.363  N3 1.348, S6 1.699, H9 1.067
2 C -1.638 1.234 0.113  S7 1.781, H10 1.132, H11 1.137, H12 1.122
3 N 0.214 -0.701 -0.348  C1 1.348, N4 1.346, S7 1.809
4 N 1.112 0.243 -0.010  N3 1.346, P5 1.536
5 P 2.586 0.087 0.392  N4 1.536, Cl8 1.977
6 S 1.652 -2.858 0.136  C1 1.699
7 S -1.399 -0.163 -0.966  C2 1.781, N3 1.809
8 Cl 2.645 2.037 0.720  P5 1.977
9 H -0.716 -2.424 -0.633  C1 1.067
10 H -0.843 1.927 -0.299  C2 1.132
11 H -1.204 0.956 1.126  C2 1.137
12 H -2.654 1.711 0.132  C2 1.122

Löwdin atomic charge list, values in e, 6 entries: number 1, C, carries -0.706; number 2, C, carries -0.433; number 3, N, carries -0.551; number 4, N, carries -0.469; number 5, P, carries 0.443; number 6, S, carries 0.523

(9)
Molecular formula: C2H4ClN3O
Method: DFT, ωB97M-V/def2-TZVPD

- Frontier orbital gap: 9.958 eV
- ΔE to the lowest compared entry with this formula, charge and spin: 56.6 kcal per mole
- Charge: 0
- Multiplicity: 1
- Calculated total energy: -21175.294 eV
- LUMO: 0.7 eV
- HOMO level: -9.28 eV

Last columns: bonded neighbours and bond lengths (Å).
Cartesian coordinates (Å):
1 C -2.054 0.099 -0.614  C2 1.308, H8 1.144, H9 1.080
2 C -1.138 -0.274 0.243  C1 1.308, O6 1.329, Cl7 1.757
3 N 3.974 -0.098 0.399  N4 1.104
4 N 3.050 0.341 -0.017  N3 1.104, N5 1.180
5 N 1.897 0.474 -0.236  N4 1.180, H10 0.994
6 O -1.237 0.044 1.530  C2 1.329, H11 0.958
7 Cl 0.062 -1.510 -0.099  C2 1.757
8 H -2.113 -0.017 -1.750  C1 1.144
9 H -2.882 0.777 -0.467  C1 1.080
10 H 1.476 0.911 -1.022  N5 0.994
11 H -1.035 -0.747 2.032  O6 0.958

Löwdin atomic charge list, values in e, 6 entries: number 1, C, carries -0.025; number 2, C, carries -0.862; number 3, N, carries 0.176; number 4, N, carries -0.319; number 5, N, carries 0.029; number 6, O, carries -0.003

(10)
Molecular formula: C2H4ClNO
Method: DFT, ωB97M-V/def2-TZVPD

- Frontier orbital gap: 9.087 eV
- ΔE to the lowest compared entry with this formula, charge and spin: 93.6 kcal per mole
- Charge: 0
- Multiplicity: 1
- Calculated total energy: -18195.029 eV
- LUMO: 0.0 eV
- HOMO level: -9.12 eV

Last columns: bonded neighbours and bond lengths (Å).
Cartesian coordinates (Å):
1 C -2.586 0.738 -0.615  N3 1.244, Cl5 1.766, H7 1.059
2 C 1.006 0.108 -0.390  O4 1.337, H6 1.087
3 N -1.537 1.318 -0.950  C1 1.244, H8 1.003
4 O 1.094 -0.907 0.476  C2 1.337, H9 1.011
5 Cl -2.826 -0.555 0.564  C1 1.766
6 H 2.011 0.516 -0.463  C2 1.087
7 H -3.571 0.911 -0.964  C1 1.059
8 H -0.569 1.120 -0.778  N3 1.003
9 H 0.215 -1.401 0.555  O4 1.011

Löwdin atomic charge list, values in e, 6 entries: number 1, C, carries -0.681; number 2, C, carries 0.055; number 3, N, carries 0.064; number 4, O, carries -0.047; number 5, Cl, carries 0.509; number 6, H, carries 0.021

> Number 8 is which compound?

C2H4ClN2PS2